Entry 1:
19
Properties=species:S:1:pos:R:3:mulliken_charge:R:1 method="wB97M-V/def2-TZVPD" homo_ev=-8.798 spin_multiplicity=1 smiles="NC(=O)CCS.O.O" homo_lumo_gap_ev=8.97
N 1.797 -1.881 -1.308 -0.4192
C 1.108 -0.864 -1.929 0.4320
O 1.292 -0.591 -3.100 -0.5866
C -0.080 -0.483 -1.042 -0.1892
C 0.002 1.060 -0.543 -0.5502
S -1.570 1.991 -0.172 -0.2312
H 1.979 -1.892 -0.322 0.2128
H 2.417 -2.420 -1.991 0.2466
H 0.067 -1.059 -0.087 0.0369
H -1.091 -0.770 -1.491 0.3215
H 0.600 1.031 0.431 0.2530
H 0.455 1.591 -1.484 0.3173
H -1.496 1.900 1.262 0.1282
O 0.085 0.540 2.598 -0.6118
H 0.863 0.906 3.076 0.2804
H 0.103 -0.368 2.385 0.3981
O -0.747 -1.557 3.530 -0.7308
H -1.261 -0.733 3.867 0.3556
H -1.322 -2.299 3.116 0.3367


Entry 2:
19
Properties=species:S:1:pos:R:3:mulliken_charge:R:1 method="wB97M-V/def2-TZVPD" homo_ev=-9.933 spin_multiplicity=1 homo_lumo_gap_ev=10.40
H 0.255 -1.320 0.586 0.4122
O 1.096 -1.337 1.510 -0.8983
N -0.500 -1.040 -0.329 -0.4275
H 0.725 -1.148 2.386 0.2717
H -1.213 -1.649 -0.715 0.2932
H 0.205 -0.927 -1.060 0.3063
C -1.142 0.258 0.062 0.2709
H -1.873 0.083 0.858 0.2194
C 0.010 1.226 0.592 0.4726
O -0.161 2.414 0.425 -0.6061
O 1.075 0.664 1.054 -0.6668
H 1.081 -0.230 1.310 0.6495
C -1.842 0.906 -1.117 -1.3136
H -2.229 0.101 -1.767 0.3341
H -2.588 1.669 -0.896 0.3467
H -1.166 1.524 -1.723 0.3306
O 2.666 -0.585 -0.716 -0.6495
H 3.160 -0.946 0.033 0.3167
H 2.442 0.336 -0.493 0.3380


Entry 3:
19
Properties=species:S:1:pos:R:3:mulliken_charge:R:1 method="wB97M-V/def2-TZVPD" homo_ev=-9.742 spin_multiplicity=1 smiles="CCNC(=O)O.O.O" homo_lumo_gap_ev=10.17
C -1.188 -2.366 1.741 -0.7853
C -0.076 -1.928 0.519 -0.4930
N -0.113 -0.535 0.494 -0.0313
C -0.921 -0.052 -0.489 0.4425
O -1.481 -0.417 -1.445 -0.5161
O -0.902 1.389 -0.242 -0.5298
H -0.616 -3.125 2.301 0.3045
H -1.274 -1.446 2.473 0.2078
H -2.108 -2.693 1.136 0.2691
H 0.866 -2.417 0.865 0.3475
H -0.530 -2.337 -0.491 0.2416
H 0.270 0.076 1.172 0.2316
H -1.372 1.847 -0.893 0.3065
O 2.060 2.708 0.159 -0.6178
H 2.309 3.320 0.793 0.2867
H 1.007 2.840 0.163 0.3332
O 1.583 1.915 -3.041 -0.6383
H 1.180 1.010 -3.062 0.3244
H 1.305 2.213 -2.153 0.3162


Entry 4:
19
Properties=species:S:1:pos:R:3:mulliken_charge:R:1 method="wB97M-V/def2-TZVPD" homo_ev=-9.276 spin_multiplicity=1 smiles="O=CNCCO.O.O" homo_lumo_gap_ev=9.85
O -1.649 -1.331 -1.776 -0.6275
C -0.851 -1.308 -0.851 0.0173
N -0.927 -0.355 0.110 -0.0608
C -0.060 -0.084 1.244 -0.1497
C -0.055 1.437 1.408 -0.7384
O 0.725 2.220 0.523 -0.5227
H -0.045 -2.035 -0.777 0.3949
H -1.774 0.191 0.107 0.2298
H -0.497 -0.413 2.190 0.2177
H 0.973 -0.370 1.106 0.1976
H -1.096 1.797 1.322 0.3561
H 0.176 1.778 2.422 0.3858
H 0.274 2.154 -0.319 0.3559
O 1.430 -2.681 0.418 -0.6398
H 2.368 -2.503 0.305 0.3070
H 1.203 -3.458 -0.083 0.3056
O 0.011 1.480 -2.214 -0.6448
H 0.576 2.216 -2.442 0.3059
H -0.782 1.266 -2.694 0.3101


Entry 5:
19
Properties=species:S:1:pos:R:3:mulliken_charge:R:1 method="wB97M-V/def2-TZVPD" homo_ev=-9.802 spin_multiplicity=1 homo_lumo_gap_ev=10.06
H 1.291 -0.181 0.353 0.5006
O 1.300 1.051 0.788 -0.7770
N 0.773 -1.237 -0.079 -0.1676
H 1.897 1.471 1.419 0.2490
H 0.687 -1.223 -1.099 0.3304
C -0.591 -1.265 0.482 -0.6141
H -0.623 -1.424 1.560 0.3243
C -1.181 0.139 0.112 0.3321
O -1.913 0.159 -0.863 -0.5484
O -1.086 1.113 0.977 -0.6143
H 0.114 1.222 1.148 0.4412
H -1.312 -1.980 0.080 0.3808
C 1.506 -2.417 0.345 -1.0049
H 1.144 -3.401 0.006 0.3841
H 2.515 -2.552 -0.068 0.3671
H 1.606 -2.624 1.417 0.3613
O 0.274 2.208 -1.800 -0.6585
H 0.711 1.857 -1.020 0.3788
H -0.660 2.258 -1.542 0.3352


Entry 6:
17
Properties=species:S:1:pos:R:3:mulliken_charge:R:1 method="wB97M-V/def2-TZVPD" homo_ev=-13.984 spin_multiplicity=1 smiles=CC[NH2+][C@H](O)P homo_lumo_gap_ev=10.70 total_charge=+1
C 1.330 -1.561 -0.452 -0.8611
C 1.507 -0.068 -0.124 -0.2707
N 0.294 0.651 -0.715 -0.1807
C -0.937 0.923 0.153 -0.2091
O -0.338 1.862 1.266 -0.5651
P -1.898 -0.657 0.913 -0.0678
H 1.252 -2.003 -1.503 0.3216
H 2.057 -2.355 0.045 0.3079
H 0.378 -1.753 -0.124 0.1875
H 2.461 0.332 -0.511 0.3424
H 1.389 0.196 0.899 0.2955
H 0.019 0.434 -1.577 0.3169
H 0.560 1.630 -0.796 0.3543
H -1.733 1.513 -0.301 0.4547
H -0.982 2.086 2.000 0.3426
H -2.233 -1.253 -0.343 0.1084
H -3.126 0.021 1.171 0.1227


Entry 7:
17
Properties=species:S:1:pos:R:3:mulliken_charge:R:1 method="wB97M-V/def2-TZVPD" homo_ev=-8.810 spin_multiplicity=1 homo_lumo_gap_ev=8.43
C -1.329 -0.474 -0.352 -0.7265
C -0.252 -0.193 0.771 -0.7449
C 0.051 1.349 0.713 -0.3731
S 1.803 1.525 1.188 -0.3650
N -1.822 -1.859 -0.392 -0.4433
H -0.824 -0.163 -1.262 0.2810
H -2.156 0.148 -0.052 0.3613
H -0.795 -0.388 1.806 0.1873
H 0.659 -0.710 0.454 0.5330
H -0.658 1.916 1.335 0.3927
H -0.076 1.696 -0.333 0.3502
H 1.516 -0.143 2.026 0.2183
H -1.360 -2.637 -0.807 0.1574
H -2.825 -1.971 -0.414 0.1741
H 3.209 0.783 -2.146 0.2810
H 2.454 0.689 -0.795 0.3029
O 2.405 0.432 -1.741 -0.5866


Entry 8:
17
Properties=species:S:1:pos:R:3:mulliken_charge:R:1 method="wB97M-V/def2-TZVPD" homo_ev=-9.025 spin_multiplicity=1 smiles=NCCCS.O homo_lumo_gap_ev=9.60
N 1.647 -0.763 1.315 -0.7011
C 0.702 0.339 0.797 -0.7141
C -0.756 -0.193 0.657 -0.4420
C -1.778 0.942 0.525 -0.5441
S -3.320 0.495 -0.346 -0.2322
H 2.588 -0.378 1.506 0.2433
H 1.850 -1.421 0.548 0.2374
H 0.609 1.075 1.496 0.4945
H 1.116 0.699 -0.097 0.3392
H -0.744 -0.788 -0.291 0.2435
H -0.910 -1.015 1.451 0.3311
H -1.334 1.756 -0.099 0.3098
H -2.283 1.331 1.470 0.3377
H -3.623 1.715 -0.806 0.1217
O 2.369 -1.161 -2.886 -0.6561
H 1.556 -1.375 -3.361 0.3239
H 2.312 -1.259 -1.880 0.3075


Entry 9:
17
Properties=species:S:1:pos:R:3:mulliken_spin:R:1 method="wB97M-V/def2-TZVPD" homo_ev="-13.378 / -13.047" spin_multiplicity=2 s2=0.76 homo_lumo_gap_ev="9.65 / 4.10" total_charge=+1
C -1.407 0.313 0.206 0.0231
C -0.679 -0.530 -0.797 0.0466
C 0.478 -1.376 -0.278 -0.0028
S 0.010 -3.213 0.194 0.0906
N -1.104 1.766 -0.062 0.8329
H -1.145 0.176 1.247 0.0221
H -2.482 -0.011 -0.053 -0.0019
H -1.383 -1.374 -1.066 0.0189
H -0.328 0.157 -1.692 0.0100
H 0.986 -0.952 0.599 -0.0012
H 1.268 -1.268 -1.215 0.0034
H -0.401 -3.475 1.442 -0.0013
H -0.173 2.032 -0.215 -0.0156
H -1.710 2.386 -0.660 -0.0244
H 2.145 1.714 0.170 0.0000
H 3.071 1.512 1.433 0.0000
O 2.854 2.142 0.747 -0.0003


Entry 10:
16
Properties=species:S:1:pos:R:3:mulliken_charge:R:1 method="wB97M-V/def2-TZVPD" homo_ev=-13.896 spin_multiplicity=1 homo_lumo_gap_ev=9.32 total_charge=+1
C -0.334 0.658 -0.692 -0.5732
C -1.327 -0.013 1.451 -0.8004
C -0.715 -1.669 -0.131 -1.0174
N -0.875 -0.254 0.095 0.0681
P 2.098 1.019 -0.839 -0.0867
H -0.408 1.671 -0.569 0.5490
H 3.178 1.112 -1.862 0.1734
H -0.364 0.238 -1.755 0.3379
H -1.414 1.157 1.625 0.2374
H -2.275 -0.486 1.863 0.2933
H -0.442 -0.506 2.057 0.3688
H -1.303 -2.078 0.601 0.3255
H -0.976 -1.901 -1.092 0.4394
H 0.246 -2.041 -0.100 0.4235
H 1.910 2.405 -0.817 0.1312
H 3.002 0.688 0.165 0.1304


Entry 11:
16
Properties=species:S:1:pos:R:3:mulliken_charge:R:1 method="wB97M-V/def2-TZVPD" homo_ev=-15.352 spin_multiplicity=1 homo_lumo_gap_ev=9.51 total_charge=+1
C 0.602 0.387 1.169 -0.7176
C -2.711 -0.968 0.874 -0.9026
C 1.838 1.366 -1.652 -0.8791
N 1.213 -1.418 -0.708 -0.3814
P 1.234 0.053 -0.495 0.6845
H 1.214 -0.247 1.795 0.3217
H -0.451 0.320 1.320 0.0934
H 0.696 1.426 1.418 0.3674
H -3.557 -0.914 1.484 0.3132
H -1.851 -1.671 1.000 0.2608
H -3.193 -1.188 -0.067 0.2864
H 2.551 0.870 -2.400 0.3294
H 2.376 2.109 -1.118 0.3744
H 1.088 1.928 -2.167 0.3752
H -2.113 -0.006 1.017 0.1641
H 1.063 -2.048 -1.471 0.3101


Entry 12:
18
Properties=species:S:1:pos:R:3:mulliken_charge:R:1 method="wB97M-V/def2-TZVPD" homo_ev=-9.358 spin_multiplicity=1 smiles=C[Si](C)(C)P.N#P homo_lumo_gap_ev=9.36
C -1.582 0.616 -0.777 -1.1608
Si 0.124 -0.025 0.029 0.5391
C 1.587 0.431 -1.200 -1.0856
C 0.067 -1.848 0.428 -1.1275
P 0.212 1.324 1.779 -0.1944
H -1.916 0.049 -1.600 0.3482
H -2.227 0.658 0.103 0.3531
H -1.577 1.749 -0.940 0.3071
H 2.479 -0.075 -1.447 0.3992
H 1.044 0.717 -2.120 0.2873
H 1.874 1.444 -0.846 0.2658
H 1.021 -2.294 0.246 0.3207
H -0.379 -1.999 1.388 0.3493
H -0.675 -2.471 -0.095 0.3520
H 1.417 0.908 2.313 0.0631
H 0.854 2.206 1.033 -0.0205
N 1.512 4.900 1.949 -0.2510
P 0.734 4.584 3.127 0.2550


Entry 13:
16
Properties=species:S:1:pos:R:3:mulliken_charge:R:1 method="wB97M-V/def2-TZVPD" homo_ev=-8.398 spin_multiplicity=1 smiles=CSC.CN homo_lumo_gap_ev=9.36
C -3.502 1.456 2.098 -0.7905
S -2.857 1.650 0.433 -0.0628
C -3.767 2.971 -0.333 -0.8711
H -3.901 2.383 2.502 0.2685
H -2.907 0.911 2.832 0.3032
H -4.335 0.742 1.923 0.2481
H -4.859 3.040 -0.249 0.3211
H -3.494 4.017 -0.108 0.3031
H -3.501 2.923 -1.387 0.2804
C 4.618 -2.278 -1.220 -0.6924
N 5.179 -3.613 -0.747 -0.5317
H 5.076 -2.062 -2.188 0.2731
H 4.782 -1.629 -0.364 0.2696
H 3.619 -2.414 -1.621 0.2594
H 4.594 -3.922 0.010 0.2166
H 5.253 -4.174 -1.581 0.2056


Entry 14:
17
Properties=species:S:1:pos:R:3:mulliken_charge:R:1 method="wB97M-V/def2-TZVPD" homo_ev=-8.205 spin_multiplicity=1 smiles=CCN.CSS homo_lumo_gap_ev=8.82
C 2.685 0.577 0.706 -1.2938
C 1.251 0.070 0.472 -0.1664
N 0.162 1.037 0.648 -0.4889
H 2.987 0.865 1.707 0.3588
H 3.339 -0.245 0.408 0.3531
H 2.940 1.389 0.059 0.3667
H 1.309 -0.243 -0.571 0.1725
H 1.118 -0.792 1.123 0.2563
H 0.103 1.623 -0.177 0.2440
H 0.470 1.640 1.407 0.2298
C -2.936 -0.541 -0.015 -0.7771
S -1.702 -1.712 -0.678 -0.0711
S -1.744 -1.273 -2.703 -0.1908
H -2.524 -0.135 0.904 0.2521
H -3.790 -1.149 0.285 0.3125
H -3.253 0.133 -0.779 0.3163
H -0.415 -1.243 -2.796 0.1259


Computed relative energy (zero: lowest compared OMol25 entry of this formula, charge and spin) (kcal/mol) in order:
40.9 73.8 60.0 50.4 58.1 92.2 67.0 30.5 63.5 108.7 93.2 10.2 31.8 12.0
Computed electronic energy (Eh) in order:
-799.52453 -476.55998 -476.58202 -476.59737 -476.58510 -591.90118 -648.97520 -649.03348 -648.65683 -516.64151 -516.66622 -1147.79026 -573.78077 -971.99903